{
  "formula": "C2H3Br3ClP",
  "method": "wB97M-V/def2-TZVPD",
  "homo_ev": -10.02,
  "lumo_ev": 0.14,
  "e_above_lowest_kj_mol": 55.4,
  "homo_lumo_gap_ev": 10.16,
  "elements": ["C", "C", "P", "Cl", "Br", "Br", "Br", "H", "H", "H"],
  "xyz": [[-0.242774, 0.176580, 0.000974], [-1.654165, -0.124136, 0.260139], [-2.520048, -1.591598, 1.096877], [-1.173971, -1.487483, 2.608620], [-2.576261, 1.372687, 1.320652], [-2.612279, -0.096749, -1.357675], [-1.637494, -3.277593, 0.084718], [0.144656, -0.678031, -0.542864], [0.293018, 0.010923, 0.902282], [-0.064076, 1.114207, -0.400321]],
  "forces_ev_per_a": [[0.3725, -2.9528, 1.3726], [-2.5820, 0.8999, 0.4463], [0.7218, 1.4735, 0.2584], [0.3122, -0.3544, 1.4797], [0.6866, -0.4351, -0.0077], [-0.7984, -0.0285, -1.9571], [0.3833, -0.9541, -0.8383], [0.0775, 0.1669, -0.9966], [0.5657, 0.5813, 1.2222], [0.2609, 1.6033, -0.9795]]
}

{
  "formula": "C2H3BrCl2O",
  "method": "wB97M-V/def2-TZVPD",
  "s_squared": 2.005,
  "homo_ev": [-4.86, -10.82],
  "lumo_ev": [0.45, -4.61],
  "multiplicity": 3,
  "homo_lumo_gap_ev": [5.31, 6.21],
  "elements": ["C", "C", "O", "Cl", "Cl", "Br", "H", "H", "H"],
  "xyz": [[0.183151, -0.173805, -0.460458], [-0.941515, 0.644919, 0.260082], [-0.857258, 0.519310, 1.649413], [-2.458969, -0.215965, -0.120397], [-1.112551, 2.272232, -0.281292], [1.815415, 0.598525, 0.045453], [-0.060414, -0.099160, -1.610353], [0.262887, -1.142776, -0.174507], [0.025713, 0.192702, 1.856140]],
  "forces_ev_per_a": [[-7.4405, 2.4684, -4.7268], [0.2185, -3.5993, 0.6365], [0.3745, 0.6575, -0.3691], [-1.0760, -0.1443, -0.3965], [0.4541, 1.0579, -0.2281], [6.8573, 2.9830, 1.8036], [0.6445, -0.3863, 1.9922], [-0.0993, -3.1891, 1.0556], [0.0669, 0.1521, 0.2326]]
}